[1]
ORCA calculation (ωB97M-V with the def2-TZVPD basis set) on C29H44F30N6O21PS10 as an isolated structure.

XYZ file:
```
141
Properties=species:S:1:pos:R:3:forces:R:3:mulliken_charge:R:1
C -0.9007 -2.8623 1.5580 0.28 0.04 0.44 -1.1029
C -1.2389 -1.4521 1.1590 -2.18 -2.02 -1.12 0.8490
O -0.6210 -0.5063 0.8586 1.32 1.11 0.11 -0.3093
N -2.7815 -1.3415 0.9230 -0.03 -1.37 1.03 1.5460
H -3.1077 -2.0935 0.2329 0.37 0.78 0.42 -0.0310
H -3.1739 -1.6030 1.8528 -0.32 -0.34 -0.16 0.0113
C -3.2778 -0.0078 0.5870 0.40 -0.14 -0.81 0.3755
H -1.5900 -3.6050 1.0871 0.56 0.68 0.28 0.0385
H -1.0163 -2.9603 2.6574 0.06 0.00 -0.48 0.3754
H 0.1531 -3.0782 1.3172 -0.50 0.09 0.09 0.1929
H -2.8604 0.6556 1.3411 -0.30 0.26 -0.34 -0.5992
H -4.3679 -0.0212 0.5462 0.23 0.01 0.26 0.4543
H -2.9020 0.1601 -0.4260 -0.08 0.57 0.17 -0.0915
C -0.4632 2.8184 4.0699 0.56 0.13 1.16 -1.5060
C -1.1419 2.8752 2.7471 1.17 -0.91 -1.81 -0.4870
C -0.1198 2.5839 1.5774 -0.28 0.53 0.36 -0.7238
C -0.8264 2.7371 0.2194 -0.63 0.90 0.46 -0.0102
P 0.2472 3.0519 -1.1471 2.03 -0.03 0.30 0.3591
C 1.8791 2.3208 -0.6779 -2.15 -0.14 0.15 -0.8800
C 2.7493 2.3541 -1.8940 -0.42 -0.53 -0.26 -0.7239
C 4.1222 1.8435 -1.6828 0.77 -1.67 1.65 -0.1305
C 4.8126 1.8161 -2.9934 0.27 -2.69 -0.19 -1.5090
C -0.3744 2.2955 -2.6392 0.31 -0.41 -0.20 -0.6272
C -0.3103 0.7360 -2.5653 -1.43 0.94 -1.05 0.4005
C -1.3598 0.1261 -3.5581 -1.09 -0.01 2.09 1.2675
C -0.8686 0.0340 -4.9548 -0.35 -0.27 -1.30 -1.7029
C 0.5431 4.7649 -1.5388 -1.21 0.33 -0.21 0.3234
C 0.9022 5.7868 -0.4904 2.16 1.31 0.27 -0.9657
C -0.1928 6.2214 0.4969 1.11 0.24 -0.04 0.6801
C 0.3059 7.1403 1.6343 1.44 -1.42 -0.71 -1.6578
H -1.1021 2.9738 4.9283 -0.73 -0.28 0.06 0.4268
H 0.2517 3.6469 4.2333 0.17 -0.52 -0.59 0.3159
H 0.0138 1.8424 4.2127 0.16 0.28 0.05 0.2845
H -1.4869 3.8435 2.5124 -0.71 1.37 0.04 0.4705
H -1.9925 2.2005 2.6226 0.15 -0.07 0.38 0.2107
H 0.2787 1.5473 1.6435 -0.03 0.87 0.11 0.5089
H 0.7064 3.3464 1.5958 -0.54 -0.81 0.46 0.3983
H -1.7140 3.3935 0.2153 0.54 0.27 0.10 1.0555
H -1.2598 1.8273 -0.0585 -0.70 -1.83 -0.26 -0.2491
H 1.6582 1.3646 -0.1569 0.48 0.16 -0.77 0.5441
H 2.2259 2.9685 0.1000 0.53 0.50 0.50 0.9923
H 2.8362 3.3883 -2.2237 -0.22 0.11 -0.35 0.1379
H 2.2996 1.7192 -2.7009 0.29 0.76 0.45 0.1208
H 4.0632 0.7982 -1.3215 -0.03 0.38 -0.05 -0.1019
H 4.7129 2.3281 -0.8872 -0.40 0.39 -0.30 0.4477
H 5.8527 1.5216 -2.8702 0.25 0.64 -0.17 0.4248
H 4.5932 2.7327 -3.4789 0.39 0.76 -1.09 0.4148
H 4.3938 0.9019 -3.5117 0.20 1.28 -0.13 0.2953
H 0.2027 2.6413 -3.5173 -0.37 0.17 0.46 0.7774
H -1.3901 2.7118 -2.6755 0.05 -0.34 -0.40 -0.1981
H -0.4599 0.4445 -1.5402 -0.23 -0.52 0.36 -0.6141
H 0.6740 0.4248 -2.8706 0.44 -0.26 0.06 0.4462
H -2.2921 0.7493 -3.5346 0.78 -0.39 0.06 -0.3585
H -1.7193 -0.8577 -3.2018 0.52 0.36 -0.02 -0.6722
H -0.9974 0.9999 -5.4116 -0.38 0.49 -0.58 0.4443
H -1.4830 -0.7305 -5.5383 1.26 0.93 0.58 0.3489
H 0.2190 -0.0618 -5.0025 -0.09 -0.94 -0.10 0.3549
H -0.4332 5.1381 -1.8518 -0.04 -0.32 -0.73 -0.8651
H 1.2265 4.7633 -2.4001 -0.28 0.14 0.23 0.6699
H 1.2615 6.7050 -1.0872 -0.59 -1.18 0.97 0.4539
H 1.8067 5.4401 0.0584 -0.36 0.26 -0.04 0.3467
H -0.5860 5.3522 1.0066 -0.52 -0.30 -0.18 -0.3098
H -0.9252 6.7477 -0.0942 -0.66 -0.14 0.02 0.2877
H 0.7647 8.0439 1.2639 -0.21 0.55 -0.24 0.4259
H 1.1667 6.6204 2.1487 -1.13 0.39 0.00 0.3048
H -0.5383 7.3384 2.2680 -0.03 0.26 0.62 0.4238
C 9.3870 -2.6118 0.8267 -1.46 1.09 -0.92 0.6435
F 8.7216 -1.5637 1.3463 0.43 0.07 0.71 -0.2396
F 10.6744 -2.3011 0.7929 0.44 -0.18 -0.04 -0.2436
F 9.1971 -3.6717 1.5795 0.13 -0.34 0.44 -0.2195
S 8.6156 -2.8227 -0.8570 1.74 -0.35 -1.03 1.0615
O 9.3018 -1.8203 -1.6912 -1.53 -1.11 1.24 -0.6461
O 8.9114 -4.2121 -1.1331 -0.12 0.55 -0.18 -0.6678
N 7.0791 -2.7036 -0.5813 0.57 -1.25 0.17 -0.3836
S 6.0907 -1.5275 -0.6460 0.13 0.61 -1.95 0.9746
O 6.7959 -0.2774 -0.7041 -0.51 0.86 -0.14 -0.6368
O 5.0233 -1.7921 -1.6073 0.76 0.46 1.36 -0.6158
C 5.3022 -1.4666 1.0019 0.76 -0.53 0.06 0.6305
F 4.6956 -2.5974 1.2994 -0.33 -0.20 0.15 -0.2245
F 6.1753 -1.1723 1.9677 0.15 -0.22 0.00 -0.2215
F 4.4442 -0.4699 0.9611 -1.17 0.71 0.01 -0.1955
C -1.5560 6.3089 -5.0045 0.46 -1.95 1.87 0.6724
F -1.1122 7.3645 -5.6392 -0.05 0.14 -0.55 -0.2253
F -2.4697 5.6135 -5.6767 0.11 0.70 -0.66 -0.2386
F -0.5111 5.4246 -4.8195 -0.19 0.72 -0.28 -0.2361
S -2.2649 6.7090 -3.3242 -0.98 2.91 -2.49 0.7436
O -1.1727 6.9985 -2.4564 0.88 0.69 0.29 -0.5736
O -3.1483 7.8290 -3.7494 1.13 -2.33 1.44 -0.7148
N -2.8406 5.3464 -2.8773 -0.75 -0.51 -0.25 -0.2502
S -4.4102 5.0983 -3.0350 0.18 0.15 0.59 1.0412
O -5.0071 5.4243 -1.7605 -0.63 0.04 -1.12 -0.6873
O -4.9395 5.4611 -4.3326 -0.13 -0.41 1.46 -0.6135
C -4.3995 3.2539 -2.9719 0.00 -2.06 -0.17 0.6494
F -5.6224 2.7990 -2.6541 0.22 0.53 -0.68 -0.2268
F -4.0167 2.7069 -4.1684 -0.38 0.67 1.13 -0.2608
F -3.6021 2.6996 -2.0132 0.04 0.90 -0.60 -0.1463
C -1.2143 -3.8436 -2.3466 0.29 1.66 -1.06 0.5392
F -1.0019 -3.1777 -3.5483 -0.42 -0.44 1.46 -0.2635
F -0.5591 -4.9638 -2.4329 0.34 -0.70 0.13 -0.2152
F -0.6903 -3.0902 -1.3615 -0.09 -0.06 -0.29 -0.1122
S -2.9987 -4.2152 -2.0648 0.32 -2.20 -0.21 1.0421
O -3.4573 -4.4440 -3.4144 0.06 -0.45 0.74 -0.6878
O -2.9148 -5.2611 -1.0573 -0.16 0.66 -1.22 -0.6485
N -3.6014 -2.9204 -1.4264 -1.10 0.76 0.38 -0.5880
S -5.2028 -2.6694 -1.5617 -0.08 -1.41 0.92 0.9246
O -6.0127 -3.8128 -2.0511 1.74 2.84 1.39 -0.6552
O -5.5325 -1.8292 -0.4186 -0.44 -1.26 -0.63 -0.6447
C -5.1343 -1.4137 -2.8214 -1.18 -0.11 -1.80 0.6573
F -6.3507 -0.8848 -3.0307 -0.22 -0.18 -0.05 -0.2436
F -4.3422 -0.4354 -2.5108 1.06 1.26 0.87 -0.1591
F -4.6866 -1.9258 -3.9595 -0.08 -0.27 -0.62 -0.2454
C -1.7680 -0.9751 5.1865 1.57 0.93 0.74 0.6329
F -0.7988 -0.7785 4.2598 -0.79 -0.42 -0.18 -0.1759
F -1.5279 -2.1208 5.7928 -0.45 0.27 -0.20 -0.1864
F -1.5748 0.0551 6.0719 -0.46 -0.79 -0.26 -0.2541
S -3.4750 -0.7479 4.5194 -1.81 -2.11 -0.19 0.7511
O -4.3516 -0.7934 5.6814 1.31 1.01 -1.06 -0.6334
O -3.2754 0.3930 3.6577 -0.33 -0.34 0.54 -0.4954
N -3.8473 -2.0477 3.5773 2.31 2.71 0.40 -0.7898
S -4.6027 -3.2357 4.2578 -0.83 -3.42 0.70 1.0525
O -3.9275 -3.9520 5.3583 -1.18 1.86 -1.32 -0.6665
O -6.0313 -2.9780 4.2633 1.10 -0.37 0.57 -0.6796
C -4.4120 -4.5410 2.8989 -1.29 0.22 -0.21 0.6042
F -5.0021 -4.1217 1.7578 0.40 0.11 0.25 -0.2168
F -3.1895 -4.9441 2.6143 0.30 0.30 0.21 -0.1595
F -5.1189 -5.6030 3.3236 0.23 0.13 0.06 -0.2466
C 3.2965 -8.4219 4.2151 1.38 -3.38 -0.31 0.6140
F 3.1462 -8.6225 2.9074 0.41 0.28 0.08 -0.1882
F 2.2006 -8.8819 4.7938 0.49 0.22 0.61 -0.1880
F 4.3743 -9.2936 4.5940 -1.56 1.00 -0.23 -0.2992
S 3.8563 -6.7745 4.6403 -1.39 2.73 -0.59 1.0616
O 3.4898 -6.5789 6.0186 0.36 -0.58 -0.16 -0.6700
O 5.2088 -6.6407 4.2143 0.64 -0.69 0.46 -0.6289
N 3.0283 -5.8651 3.6526 -1.47 0.07 -0.72 -0.3894
S 1.4815 -5.9442 3.2292 2.28 1.50 1.10 0.9509
O 0.9123 -7.2153 3.3654 -1.54 -2.47 0.44 -0.6871
O 0.7566 -4.8175 3.7295 -0.22 0.53 -0.62 -0.5590
C 1.6074 -5.8657 1.3919 -1.57 1.96 0.25 0.6095
F 2.4335 -6.7476 0.9629 0.44 -1.58 -0.88 -0.2004
F 0.3338 -6.0146 0.7998 2.07 0.08 0.90 -0.2078
F 2.0866 -4.6709 1.0260 -0.37 0.38 -0.31 -0.1842
```
Forces are in eV/Å.

* max |F|: 3.96 eV/A
* energy: -281889.593 eV
* charge: -3



[2]
ORCA calculation (ωB97M-V with the def2-TZVPD basis set) on an isolated ion of composition C29H44F5N2O4 and charge +1.

XYZ file:
```
84
Properties=species:S:1:pos:R:3:forces:R:3:mulliken_charge:R:1
C -0.1278 4.2414 -2.7177 -0.95 -2.00 2.84 -1.1448
C -0.3117 3.5384 -1.4786 0.00 2.08 -3.33 -0.2940
C -0.7813 2.0116 -1.5209 0.29 0.52 0.15 0.2534
C 0.5677 1.2040 -1.8586 -0.47 -0.53 -0.42 -1.2659
C 0.9983 0.1401 -0.7390 1.49 -0.12 -1.64 1.0106
C 2.1370 -0.7101 -1.5783 0.18 0.68 0.36 -1.3562
C 1.8977 0.6671 0.4689 1.78 0.83 0.77 -0.3565
C 2.7463 2.0275 0.1467 -1.16 0.11 0.54 -0.4019
C 3.8173 2.3411 1.3132 0.07 0.53 -1.28 -0.2571
F 4.6097 3.4817 0.8549 -1.24 -1.64 0.76 -0.3400
C -0.2878 -0.7832 -0.3242 1.56 0.08 -0.96 -0.0682
C -0.5098 -1.8827 -1.4541 -1.19 -0.51 -1.15 -0.7235
C 0.2660 -3.2678 -1.4873 -1.09 -1.15 0.81 -0.7603
O 0.3349 -3.6967 -2.8692 1.44 0.46 1.72 -0.4366
C 1.6715 -4.0354 -3.3028 0.54 -0.91 -2.40 -0.1979
C 2.1123 -3.0055 -4.4767 -0.45 0.96 0.80 -0.8138
O -0.0740 -1.1326 1.0280 0.06 -1.31 0.34 0.2358
C 0.0914 -2.4135 1.4931 0.42 -5.77 1.61 -0.0791
O -0.7015 -3.4055 1.4424 2.24 5.01 -0.81 -0.5495
C 1.4834 -2.7736 2.2294 2.89 -0.30 1.36 0.3921
C 2.3951 -1.7384 2.9319 1.44 -3.08 0.04 0.1400
C 3.7490 -2.1941 3.5845 -1.54 -2.63 -1.27 -0.6190
C 4.2069 -3.6999 3.5809 -3.84 1.14 -1.84 -0.4062
C 3.2685 -4.7434 2.9205 -0.95 3.95 -0.04 -0.4926
C 1.9495 -4.2710 2.2491 1.57 1.63 1.32 -0.4730
N -1.6231 -0.0093 -0.2839 -0.14 0.32 -1.41 0.2846
C -2.7069 -0.7328 0.4661 -2.11 -2.50 -0.57 -0.5552
C -3.0474 -0.4414 1.9618 0.17 -0.90 2.57 -0.5010
O -2.8236 -1.6731 2.7444 0.59 1.27 -0.72 -0.6408
C -4.5927 -0.1030 2.3303 -2.10 -0.20 1.73 0.6093
F -5.4519 0.1456 1.2564 1.95 -0.42 1.94 -0.2363
F -4.6468 1.0544 3.1904 0.34 -2.42 -2.22 -0.2828
F -5.1961 -1.1457 3.1065 1.53 2.80 -2.34 -0.2583
C -1.5772 1.4965 -0.1860 -0.54 3.44 -1.01 0.9900
C -0.9978 2.1142 1.1590 1.53 -1.61 2.35 -1.2350
N -1.8995 2.9252 2.0076 -0.31 0.03 -0.45 -0.2912
C -3.1090 1.9635 -0.4224 -0.82 -0.94 -0.23 -0.7131
C -3.5009 3.3678 -0.9961 -1.83 1.85 0.06 0.0179
C -3.1180 4.7075 -0.2313 -0.47 0.63 -0.14 -1.1143
F -3.2417 3.5838 -2.4272 0.19 -1.04 2.04 -0.3614
H -0.7242 3.8401 -3.6073 1.48 0.60 1.05 0.2555
H 0.5406 5.1614 -2.8011 -1.48 -1.23 0.22 0.3026
H -0.0668 4.1404 -0.5376 0.02 -1.56 -1.25 0.3397
H -1.5243 1.7939 -2.3848 1.20 0.84 1.24 0.8503
H 1.4120 1.9272 -2.1781 -1.41 -1.26 1.01 0.3761
H 0.3722 0.6148 -2.8402 0.22 0.82 1.64 0.1847
H 3.0190 0.0285 -1.7110 -1.48 -1.19 0.21 0.5277
H 2.5523 -1.5793 -0.9672 -0.69 1.03 -1.00 0.2674
H 1.7894 -0.9807 -2.6284 0.49 0.02 1.57 0.0104
H 1.3997 0.8737 1.4653 0.19 -0.38 -1.38 0.1289
H 2.7281 -0.1069 0.7131 -1.68 0.91 -0.47 0.5887
H 1.9465 2.8669 0.1361 1.59 -1.04 -0.10 0.0116
H 3.2347 2.0076 -0.8871 -0.45 -0.01 1.63 0.3272
H 3.3063 2.6652 2.2851 0.80 -0.59 -1.36 0.2437
H 4.5697 1.4888 1.4559 -1.23 1.17 -0.08 0.2541
H -0.3239 -1.3878 -2.4880 -0.06 -0.55 1.89 0.4616
H -1.6272 -2.1970 -1.5506 1.71 0.66 0.52 0.5024
H -0.4013 -4.0544 -0.9580 1.13 1.39 -0.67 0.3733
H 1.2578 -3.2802 -0.9252 -1.14 0.20 -1.03 0.1406
H 1.5932 -5.0670 -3.8255 0.07 1.56 1.06 0.3552
H 2.4478 -4.1627 -2.4790 -1.21 0.52 -0.83 0.2386
H 2.1294 -3.4926 -5.5063 0.23 0.64 1.51 0.2944
H 1.2901 -2.1883 -4.5051 1.25 -1.37 -0.08 0.2402
H 3.0822 -2.4296 -4.2279 -1.35 -1.21 -0.60 0.2340
H 2.1062 -0.6288 2.9900 0.49 -2.01 -0.11 0.2237
H 4.4686 -1.4523 4.0893 -1.53 -1.12 -0.94 0.3181
H 5.1904 -4.0540 4.0404 -1.62 0.81 -0.69 0.3447
H 3.5492 -5.8475 2.9300 -0.54 1.78 -0.11 0.3443
H 1.2878 -5.0683 1.7608 1.04 1.47 0.81 0.2955
H -1.9373 -0.0957 -1.2844 0.25 0.00 0.98 1.1231
H -2.4697 -1.8710 0.4166 -0.03 2.00 0.39 0.5842
H -3.6688 -0.7104 -0.1831 1.61 0.48 1.20 0.5406
H -2.4497 0.3225 2.5539 -0.76 -0.40 -1.56 0.5313
H -1.9647 -1.5964 3.2148 -0.82 -0.06 -0.48 0.3871
H -0.0139 2.7137 1.0552 -1.81 -0.99 -0.40 0.0629
H -0.6709 1.2251 1.8372 -0.18 0.98 -1.46 -0.0366
H -1.4230 3.3196 2.8279 -0.12 -0.36 -0.69 0.3534
H -2.7380 2.4373 2.3395 0.56 0.19 -0.18 0.1625
H -3.7235 1.8282 0.5509 1.02 0.45 -1.62 -0.0191
H -3.6182 1.2298 -1.1700 1.00 1.05 1.10 0.2807
H -4.6654 3.3747 -0.9796 1.98 -0.30 -0.02 0.4327
H -3.3001 5.5786 -0.9718 0.43 -1.52 1.11 0.3835
H -3.8692 4.8895 0.6258 1.27 -0.53 -1.24 0.3221
H -2.0691 4.7702 0.1975 -1.49 -0.19 -0.71 0.1477
```
Forces are in eV/Å.

* SMILES string: C=C[C@H]1C[C@@](C)(CCCF)[C@@](CCOCC)(OC(=O)c2ccccc2)[N@@H+](C[C@H](O)C(F)(F)F)[C@]1(CN)C[C@@H](C)F
* max |F|: 6.01 eV/A
* energy: -55526.095 eV
* charge: +1



Let's list gap between HOMO and LUMO in order: 0.3056 0.3104 Eh.
Let's list E_LUMO in order: 4.283 -3.234 eV.
Let's list HOMO level in order: -0.148 -0.429 Eh.